(1)
C31H34Cl2KN3O | ωB97M-V with the def2-TZVPD basis set

Element x y z (Å)
K: -0.322742 -0.820062 -0.226275
C: -0.443836 0.438320 3.941493
C: 0.494357 0.803258 2.813348
C: 0.366581 2.064186 2.213573
C: -0.741051 3.001958 2.643757
C: 1.234128 2.439095 1.189913
C: 1.130505 3.830070 0.599911
C: 2.199501 1.537599 0.718754
C: 3.050169 1.895485 -0.483196
C: 2.343490 0.289818 1.332650
C: 3.406725 -0.684268 0.894169
C: 1.463674 -0.095727 2.357770
C: 1.558590 -1.517930 2.865359
H: -1.403560 0.094813 3.543873
H: -0.643665 1.303981 4.574342
H: -0.028953 -0.341945 4.575213
H: -1.079219 3.613532 1.808916
H: -0.418090 3.672147 3.450660
H: -1.613417 2.446181 2.979872
H: 0.387215 3.875823 -0.202231
H: 2.084455 4.159505 0.190847
H: 0.836227 4.552658 1.361750
H: 2.531972 2.601665 -1.130901
H: 3.261664 1.011221 -1.080374
H: 4.007245 2.344975 -0.194005
H: 2.938756 -1.495942 0.313772
H: 3.885450 -1.145342 1.761682
H: 4.186248 -0.210973 0.300617
H: 0.695433 -1.799261 3.464731
H: 2.455894 -1.669750 3.475456
H: 1.610189 -2.213553 2.016092
C: -0.327443 3.230475 -2.960789
C: -1.358507 4.093050 -2.619406
C: -2.234953 3.736092 -1.613233
C: -2.091412 2.512973 -0.934493
N: -1.075485 1.704532 -1.267513
C: -0.242667 2.047999 -2.243444
C: -3.014875 2.070385 0.157404
C: -4.119085 2.880496 0.465552
C: -4.997785 2.545066 1.481999
C: -4.772748 1.367683 2.193840
C: -3.681082 0.574223 1.861271
C: -2.738715 0.863517 0.851888
H: 0.380870 3.464513 -3.744427
H: -1.479360 5.041001 -3.132818
H: -3.032300 4.418870 -1.357733
H: 0.546347 1.333527 -2.467998
H: -4.326745 3.795197 -0.082645
H: -5.843741 3.185260 1.708630
H: -5.451292 1.079170 2.993664
H: -3.558073 -0.343513 2.441372
Cl: 1.847655 -5.958141 0.095253
C: 2.464449 -4.924503 -1.201660
C: 3.196728 -5.532323 -2.193570
C: 3.671322 -4.803493 -3.291379
C: 3.331938 -3.443914 -3.352728
C: 2.608071 -2.849130 -2.352728
Cl: 2.143962 -1.153461 -2.584660
C: 2.078714 -3.492882 -1.129988
N: 1.383806 -2.921906 -0.218868
H: 3.396689 -6.596427 -2.118231
H: 4.255665 -5.273657 -4.071713
H: 3.632345 -2.842984 -4.205498
C: -3.222317 -3.952445 -2.360444
C: -1.975848 -3.200151 -1.914242
N: -0.999386 -3.930400 -1.352933
O: -1.921160 -1.979581 -2.082673
H: -3.109354 -5.036310 -2.323832
H: -3.470815 -3.642671 -3.375312
H: -4.044972 -3.654031 -1.710081
H: -1.126064 -4.912208 -1.174783
H: -0.156317 -3.481434 -0.882591

Forces on atoms 1 to 2 (eV/Å):
-0.11 0.20 0.11
0.04 0.01 -0.08

Calculated values
Total charge: -2
Multiplicity: 1
DFT total energy: -80586.5836 eV
Lowest unoccupied orbital energy: 0.1533 Ha
Energy above the lowest of the compared OMol25 structures with the same formula, charge and spin: 0.00 kcal per mole

Okay, here come the Mulliken numbers, in e, for every atom:
1. K 0.936
2. C -2.534
3. C 0.843
4. C 1.883
5. C -2.753
6. C 0.613
7. C -2.385
8. C 1.733
9. C -2.521
10. C 0.876
11. C -2.003
12. C 1.343
13. C -1.759
14. H 0.286
15. H 0.427
16. H 0.549
17. H 0.424
18. H 0.413
19. H 0.515
20. H 0.248
21. H 0.528
22. H 0.467
23. H 0.365
24. H 0.448
25. H 0.272
26. H 0.010
27. H 0.446
28. H 0.512
29. H 0.358
30. H 0.327
31. H 0.106
32. C -0.780
33. C -0.568
34. C -0.714
35. C 0.303
36. N 0.451
37. C -0.269
38. C 0.760
39. C -0.674
40. C -0.701
41. C -0.661
42. C -0.714
43. C -0.026
44. H 0.434
45. H 0.352
46. H 0.284
47. H 0.278
48. H 0.146
49. H 0.371
50. H 0.361
51. H 0.349
52. Cl -0.328
53. C 0.325
54. C -0.442
55. C -0.497
56. C -0.391
57. C 0.468
58. Cl -0.295
59. C -0.775
60. N -0.942
61. H 0.336
62. H 0.303
63. H 0.317
64. C -1.098
65. C 0.789
66. N 0.033
67. O -0.694
68. H 0.326
69. H 0.263
70. H 0.250
71. H 0.170
72. H -0.069

=====

(2)
C24H32N2O15P | ωB97M-V with the def2-TZVPD basis set

Element x y z (Å)
O: 2.125278 -0.310755 -1.651669
C: 1.711597 0.560908 -0.932161
O: 2.428987 1.396861 -0.181401
C: 3.844436 1.485184 -0.474638
P: 4.804734 0.693137 0.868824
O: 4.804726 1.549142 2.056720
O: 4.168940 -0.748527 1.118301
O: 6.223946 0.359064 0.265908
C: 0.238253 0.820542 -0.766458
C: -0.327254 0.975007 0.484086
C: -1.679025 1.182952 0.574837
O: -2.271249 1.373395 1.754663
N: -2.448804 1.250178 -0.540658
C: -3.871089 1.524052 -0.366987
C: -4.247731 2.772433 0.096189
C: -5.604597 3.008812 0.257777
N: -6.541657 2.104230 -0.020281
C: -6.150280 0.919731 -0.469291
C: -4.814999 0.564389 -0.657037
C: -1.907762 1.088464 -1.778190
C: -2.784612 1.181023 -3.003705
O: -3.619633 0.066481 -3.133174
C: -2.972684 -1.166050 -3.273564
O: -2.807604 -1.696840 -1.987154
C: -1.657383 -2.521640 -1.824710
C: -1.764629 -3.217507 -0.474341
O: -0.506665 -3.318418 0.181010
C: -0.568135 0.870736 -1.896827
H: 4.056188 1.120708 -1.476530
H: 4.098513 2.539853 -0.422441
H: 3.354706 -0.647050 1.626832
H: 6.222616 0.269348 -0.696113
H: 0.269354 0.958843 1.383050
H: -2.760397 0.591982 2.052028
H: -3.525816 3.543870 0.321822
H: -5.938277 3.968150 0.628925
H: -6.922524 0.198237 -0.699261
H: -4.547160 -0.424241 -0.999326
H: -3.431832 2.054498 -2.931188
H: -2.135799 1.306449 -3.872547
H: -3.624349 -1.788702 -3.885274
H: -1.994980 -1.062289 -3.761375
H: -0.748559 -1.904712 -1.836613
H: -1.590553 -3.242944 -2.640255
H: -2.489260 -2.699228 0.152211
H: -2.133053 -4.230554 -0.610420
H: -0.069796 -2.463112 0.145816
H: -0.134777 0.747373 -2.878728
C: 9.206433 5.575142 -0.326039
C: 7.818100 5.007913 -0.444374
C: 7.525076 3.791803 0.415225
O: 6.542827 3.106530 -0.379656
C: 6.731603 3.445665 -1.670844
O: 6.189829 2.884795 -2.574656
O: 7.588784 4.469447 -1.773204
H: 9.369996 5.952827 0.682919
H: 9.952605 4.811036 -0.544798
H: 9.348252 6.393304 -1.030068
H: 7.065846 5.783329 -0.279454
H: 7.115993 4.017950 1.395226
H: 8.395396 3.141437 0.520847
C: -4.655099 -6.638862 4.203811
C: -3.867653 -5.871541 3.176321
C: -3.313792 -4.535644 3.630937
O: -3.287634 -3.784089 2.405287
C: -4.237650 -4.296042 1.588174
O: -4.599113 -3.788317 0.574113
O: -4.712531 -5.453832 2.079989
H: -4.009720 -6.922793 5.034763
H: -5.479893 -6.035530 4.583963
H: -5.075402 -7.543094 3.767181
H: -3.072322 -6.491158 2.754221
H: -2.314490 -4.591116 4.052836
H: -3.984791 -4.032621 4.330599

Forces on atoms 1 to 2 (eV/Å):
-0.19 0.55 0.16
0.29 -0.45 -0.08

Calculated values
Total charge: +1
Multiplicity: 1
DFT total energy: -68384.4940 eV
Lowest unoccupied orbital energy: -0.1621 Ha

Okay, here come the Mulliken numbers, in e, for every atom:
1. O -0.551
2. C -0.242
3. O -0.272
4. C -0.569
5. P 0.987
6. O -0.673
7. O -0.482
8. O -0.511
9. C 1.074
10. C -0.368
11. C 0.104
12. O -0.481
13. N 0.756
14. C -0.352
15. C -0.390
16. C -0.493
17. N -0.570
18. C -0.728
19. C 0.078
20. C 1.151
21. C -1.433
22. O -0.319
23. C -0.505
24. O -0.071
25. C -0.359
26. C -0.209
27. O -0.583
28. C -0.794
29. H 0.635
30. H 0.189
31. H 0.315
32. H 0.364
33. H 0.620
34. H 0.368
35. H 0.468
36. H 0.405
37. H 0.434
38. H 0.557
39. H 0.482
40. H 0.441
41. H 0.287
42. H 0.438
43. H 0.262
44. H 0.324
45. H -0.003
46. H 0.421
47. H 0.267
48. H 0.518
49. C -1.469
50. C 0.515
51. C -0.563
52. O -0.096
53. C 0.544
54. O -0.546
55. O -0.358
56. H 0.378
57. H 0.360
58. H 0.362
59. H 0.244
60. H 0.354
61. H 0.290
62. C -1.463
63. C 0.473
64. C -0.502
65. O -0.281
66. C 0.640
67. O -0.493
68. O -0.360
69. H 0.383
70. H 0.350
71. H 0.362
72. H 0.275
73. H 0.308
74. H 0.307

=====

(3)
C6H8 | ωB97M-V with the def2-TZVPD basis set

Element x y z (Å)
C: 1.969487 -0.363902 0.225546
C: 1.134102 0.582678 0.645657
C: -0.237701 0.808737 0.069398
C: -0.496578 0.160619 -1.274232
C: -1.369289 -0.728098 -0.797894
C: -1.331056 -0.185693 0.614268
H: 1.712464 -1.013853 -0.608162
H: 2.928211 -0.533970 0.705734
H: 1.420593 1.213548 1.487144
H: -0.528122 1.863948 0.150566
H: -0.066406 0.349533 -2.254301
H: -1.917340 -1.551931 -1.246175
H: -2.259009 0.294176 0.946171
H: -0.974406 -0.863410 1.396938

Forces on atoms 1 to 2 (eV/Å):
-0.05 0.11 0.04
0.08 -0.10 -0.01

Calculated values
Multiplicity: 1
DFT total energy: -6349.3776 eV
Structure (SMILES): C=C[C@H]1C=CC1
Lowest unoccupied orbital energy: 0.0470 Ha
Energy above the lowest of the compared OMol25 structures with the same formula, charge and spin: 32.43 kcal per mole

Okay, here come the Mulliken numbers, in e, for every atom:
1. C -0.762
2. C -0.328
3. C 0.255
4. C -0.834
5. C -0.273
6. C -0.717
7. H 0.252
8. H 0.273
9. H 0.328
10. H 0.452
11. H 0.415
12. H 0.391
13. H 0.256
14. H 0.292

=====

(4)
C6H13ISi | ωB97M-V with the def2-TZVPD basis set

Element x y z (Å)
C: 0.810716 0.566010 0.136905
C: 0.035880 1.621020 0.018633
C: 2.821299 -0.655211 0.822821
C: -1.585876 -1.586479 -0.260713
C: 1.596644 0.100749 1.273077
C: -0.684916 1.942237 -1.201091
Si: -2.588421 -0.076386 -0.903578
I: -4.551619 0.101996 0.654680
H: 0.799931 0.015591 -0.738218
H: -0.031624 2.248787 0.848378
H: 3.453451 -0.963672 1.663098
H: 2.515700 -1.559282 0.257866
H: 3.470110 -0.156488 0.111030
H: -0.545942 -1.632991 -0.107217
H: -2.047943 -1.814848 0.561338
H: -1.772376 -2.279387 -1.044221
H: 1.963494 0.931138 1.856631
H: 0.984928 -0.590847 1.852750
H: -0.315764 1.404841 -2.141981
H: -1.182313 2.860322 -1.436571
H: -3.145355 -0.477098 -2.223612

Forces on atoms 1 to 2 (eV/Å):
-0.15 0.53 -0.06
-0.26 0.84 -0.84

Calculated values
Multiplicity: 1
DFT total energy: -22408.6812 eV
Lowest unoccupied orbital energy: -0.0165 Ha
Energy above the lowest of the compared OMol25 structures with the same formula, charge and spin: 0.00 kcal per mole

Okay, here come the Mulliken numbers, in e, for every atom:
1. C -0.622
2. C -0.109
3. C -1.277
4. C -1.131
5. C -0.107
6. C -1.178
7. Si 0.400
8. I -0.158
9. H 0.576
10. H 0.437
11. H 0.357
12. H 0.290
13. H 0.352
14. H 0.337
15. H 0.391
16. H 0.347
17. H 0.330
18. H 0.189
19. H 0.295
20. H 0.382
21. H -0.101

=====

| no. | F_max (eV/Å) |
| --- | --- |
| 1 | 0.578 |
| 2 | 0.700 |
| 3 | 0.229 |
| 4 | 5.701 |